Formula: C2H8NOPS2
Source: the Open Molecules 2025 dataset
Level of theory: the ωB97M-V functional and the def2-TZVPD basis

E_HOMO = -0.3229 Ha
HOMO-LUMO gap = 9.42 eV
Energy = -36702.321 eV
LUMO energy = 0.638 eV
Energy relative to the best compared isomer or geometry (same formula, charge and spin) = 0.000 eV

Structure (XYZ):
```
15
C2H8NOPS2, DFT the ωB97M-V functional and the def2-TZVPD basis
C -1.74 -0.84 1.01
O -0.75 0.00 1.60
P 0.52 0.22 0.63
N 1.67 1.14 1.56
S 1.25 -1.50 0.10
S -0.11 1.31 -1.04
C 0.41 0.27 -2.44
H -1.95 -0.62 -0.06
H -1.44 -1.89 1.06
H -2.66 -0.77 1.59
H 1.17 1.96 1.93
H 2.04 0.55 2.31
H 1.53 0.25 -2.55
H 0.01 0.69 -3.33
H 0.04 -0.75 -2.39
```